Below is 2 unconnected molecules or ions with the total composition C5H13ClNO2P in a non-equilibrium geometry, with properties calculated with ωB97M-V/def2-TZVPD.

```
23
C5H13ClNO2P (ωB97M-V/def2-TZVPD)
C 0.9490 -1.8675 1.8768
C -3.0614 0.3490 0.8258
C 4.1757 1.1618 -0.7868
C -1.7533 -0.1103 -1.0530
C -0.6983 0.5685 -1.9652
N 0.5794 -1.5081 0.4944
O -1.9878 0.7702 0.0190
O 0.5659 0.0818 -1.5401
P 1.2168 -0.1609 -0.0411
Cl 0.6917 1.5293 1.0953
H 0.9095 -1.0610 2.6758
H 1.8486 -2.4785 2.1242
H 0.0457 -2.4952 2.1764
H -3.0140 1.0681 1.7192
H -3.0189 -0.5900 1.3039
H -4.0507 0.4875 0.2658
H 3.4523 1.9168 -0.3614
H 4.9718 1.0737 -0.0558
H 3.8492 0.6837 -1.7180
H -1.4549 -1.0646 -0.6927
H -2.8078 -0.2696 -1.4879
H -0.5677 1.6804 -1.8739
H -0.8410 0.2349 -3.0008
```

## Properties
Total charge = 0
Frontier orbital gap (spin up / spin down) = 7.17 / 8.85 eV
LUMO (spin up / spin down) = -1.52 / 0.19 eV
E_HOMO (spin up / spin down) = -0.3194 / -0.3186 Eh
ΔE to the lowest compared entry with this formula, charge and spin = 490.5 kJ/mol


Below is a single C5H13FN2O3S molecule in a non-equilibrium geometry, with properties calculated with ωB97M-V/def2-TZVPD.

```
25
C5H13FN2O3S (ωB97M-V/def2-TZVPD)
C -0.1581 1.5023 2.6970
C -1.4823 0.6956 2.3741
O -1.8314 0.7746 0.9883
C -1.5826 -0.4321 0.2908
C -0.0398 -0.6580 -0.0803
N 0.1146 -0.4090 -1.5430
C 1.0120 -1.3762 -2.2491
N 2.1836 -1.8391 -1.4945
S 0.4989 1.1966 -1.8955
O 1.9123 1.4166 -2.2587
O 0.0498 2.1394 -0.8563
F -0.3839 1.5334 -3.2446
H 0.2080 1.9662 1.7529
H -0.2990 2.2660 3.4933
H 0.6086 0.7526 3.0131
H -2.3498 1.1210 2.9449
H -1.3716 -0.3750 2.6862
H -2.2045 -0.4010 -0.6364
H -1.9278 -1.3315 0.8716
H 0.6021 0.0603 0.4940
H 0.1900 -1.6990 0.2242
H 0.3844 -2.2572 -2.5366
H 1.4028 -0.8904 -3.1786
H 1.8788 -2.6412 -0.9501
H 2.5849 -1.1149 -0.9066
```

## Properties
Total charge = 0
Frontier orbital gap = 10.35 eV
LUMO = 0.57 eV
E_HOMO = -0.3596 Eh
ΔE to the lowest compared entry with this formula, charge and spin = 38.4 kJ/mol


Below is a molecular structure, C5H13InN4S, with properties calculated with ωB97M-V/def2-TZVPD.

```
24
C5H13InN4S (ωB97M-V/def2-TZVPD)
In -0.5571 -0.0023 1.3076
N -1.0925 1.7562 0.0362
C -0.2614 1.7208 -1.2043
C 1.1589 1.2745 -0.8788
N 1.1852 -0.0010 -0.1183
C 1.1564 -1.2730 -0.8844
C -0.2649 -1.7154 -1.2111
N -1.0955 -1.7550 0.0296
H -2.0832 1.8032 -0.1938
H -0.8930 2.6025 0.5702
H -0.2256 2.7062 -1.6680
H -0.7476 1.0524 -1.9099
H 1.6346 2.0280 -0.2482
H 1.7420 1.2020 -1.7980
H 2.0145 -0.0030 0.4715
H 1.6311 -2.0301 -0.2574
H 1.7391 -1.1975 -1.8036
H -0.2310 -2.6988 -1.6793
H -0.7503 -1.0430 -1.9134
H -0.8972 -2.6039 0.5598
H -2.0864 -1.7993 -0.2002
S -0.8891 -0.0144 5.6618
C -0.3530 -0.0075 4.2234
N 0.1659 -0.0014 3.1086
```

## Properties
Total charge = +2
Frontier orbital gap = 7.50 eV
LUMO = -8.27 eV
E_HOMO = -0.5798 Eh


Below is a single C5H13N molecule in a non-equilibrium geometry, with properties calculated with ωB97M-V/def2-TZVPD.

```
19
C5H13N (ωB97M-V/def2-TZVPD)
C -0.8502 2.2238 0.0536
C 0.2275 1.3970 0.7845
C 0.7797 0.3593 -0.1208
C -0.2679 -0.7747 -0.3206
C 0.4318 -1.9650 -0.9576
N -0.6873 -1.3785 0.9696
H -1.7267 1.7022 -0.2738
H -0.3608 2.8429 -0.8922
H -1.2289 2.9155 0.7891
H 0.9349 2.1144 1.0716
H -0.0797 0.8147 1.8154
H 0.9498 0.9461 -1.0640
H 1.8228 -0.0212 0.2313
H -1.1368 -0.4235 -0.9629
H 0.9409 -1.6368 -1.7987
H -0.1614 -2.8083 -1.3761
H 1.2289 -2.5656 -0.3570
H -0.9019 -2.3725 0.7451
H 0.0854 -1.3698 1.6636
```

## Properties
Total charge = 0
Frontier orbital gap = 10.06 eV
LUMO = 1.19 eV
E_HOMO = -0.3263 Eh
ΔE to the lowest compared entry with this formula, charge and spin = 170.1 kJ/mol


Below is a molecular structure, C5H13N in a non-equilibrium geometry, with properties calculated with ωB97M-V/def2-TZVPD.

```
19
C5H13N (ωB97M-V/def2-TZVPD)
C -1.4552 -0.0196 1.6173
C 0.2486 1.6824 1.0723
N -0.4600 0.4770 0.6821
H 0.7035 -0.5300 0.5071
H -0.9643 -0.3197 2.5494
H 0.8350 1.4828 1.9760
H 0.9323 1.9899 0.2823
H -1.9690 -0.8886 1.2068
H -2.2006 0.7492 1.8255
H -0.4610 2.4839 1.2832
C 1.4496 -1.1258 -1.9122
C 0.4937 -1.0972 -0.7334
C -0.5251 0.0285 -0.7748
H 0.0195 -2.0657 -0.5683
H 1.9411 -0.1609 -2.0633
H 2.2306 -1.8731 -1.7627
H 0.9365 -1.3741 -2.8499
H -1.5383 -0.3318 -0.9671
H -0.2168 0.8930 -1.3706
```

## Properties
Total charge = 0
Frontier orbital gap = 8.44 eV
LUMO = 1.01 eV
E_HOMO = -0.2729 Eh
ΔE to the lowest compared entry with this formula, charge and spin = 298.0 kJ/mol


Below is a single C5H13N2 molecule in a non-equilibrium geometry, with properties calculated with ωB97M-V/def2-TZVPD.

```
20
C5H13N2 (ωB97M-V/def2-TZVPD)
C -0.9406 1.5431 1.5214
C 0.3006 1.5491 0.5925
C 0.2577 0.5240 -0.5384
C 0.6823 -0.7370 -0.3370
N 0.7488 -1.6965 -1.3226
C 1.6810 -2.8258 -1.1478
N -2.1794 1.3917 0.6672
H -0.8615 0.6538 2.1483
H -0.9561 2.4348 2.1377
H 0.3121 2.4939 0.0509
H 1.1722 1.4099 1.2450
H 0.0847 0.9102 -1.5390
H 0.6998 -1.1472 0.6698
H 0.6989 -1.3553 -2.2675
H 1.1169 -3.7596 -1.2349
H 2.4986 -2.7402 -1.8675
H 2.0572 -2.7779 -0.1291
H -1.9632 0.5942 0.0277
H -2.3445 2.2568 0.1078
H -3.0656 1.2782 1.2156
```

## Properties
Multiplicity = 2
Total charge = 0
Frontier orbital gap (spin up / spin down) = 4.26 / 8.97 eV
LUMO (spin up / spin down) = 0.96 / 0.78 eV
E_HOMO (spin up / spin down) = -0.1214 / -0.3009 Eh
ΔE to the lowest compared entry with this formula, charge and spin = 225.1 kJ/mol


Below is 2 unconnected molecules or ions with the total composition C5H13N2, with properties calculated with ωB97M-V/def2-TZVPD.

```
20
C5H13N2 (ωB97M-V/def2-TZVPD)
N -0.1416 -0.2518 -1.3078
C -0.1855 -0.1806 0.1555
C -1.3367 0.6863 0.6268
C -2.7299 0.1586 0.4151
C -3.0585 -0.9274 -0.2613
C 1.1492 0.2981 0.7606
N 2.2354 -0.5087 0.3080
H -0.0765 0.6884 -1.6886
H -0.3437 -1.2020 0.5127
H 0.7133 -0.7363 -1.5663
H 5.0690 0.0260 -1.1715
H -1.2138 0.8705 1.6957
H -1.2521 1.6795 0.1625
H -3.5045 0.7476 0.8913
H -2.3064 -1.5108 -0.7704
H -4.0965 -1.2276 -0.3199
H 1.0713 0.3034 1.8541
H 1.2986 1.3503 0.4673
H 5.6537 0.0377 -1.6427
H 3.0550 -0.3014 0.8791
```

## Properties
Multiplicity = 2
Total charge = 0
Frontier orbital gap (spin up / spin down) = 10.10 / 8.62 eV
LUMO (spin up / spin down) = 0.99 / -0.52 eV
E_HOMO (spin up / spin down) = -0.3348 / -0.3358 Eh
ΔE to the lowest compared entry with this formula, charge and spin = 149.7 kJ/mol


Below is a gas-phase ion, C5H13N2 (charge +1) in a non-equilibrium geometry, with properties calculated with ωB97M-V/def2-TZVPD.

```
20
C5H13N2 (ωB97M-V/def2-TZVPD)
N 0.5012 2.3765 0.1817
C -0.4738 1.4125 0.6778
C -0.5973 0.3224 -0.3963
C -1.2891 -1.0028 -0.0621
C -0.1842 -2.0626 0.1848
C 1.0937 -1.2410 0.1672
N 0.7870 -0.1155 -0.7453
H 0.1632 3.0202 -0.5157
H 1.1150 2.8227 0.8418
H -1.4676 1.8915 0.7918
H -0.1123 1.0014 1.6174
H -1.0614 0.8468 -1.2692
H -2.0051 -1.2827 -0.8602
H -2.0869 -1.0000 0.6823
H -0.1715 -2.7472 -0.6666
H -0.3268 -2.6117 1.1442
H 1.3630 -1.0395 1.1959
H 1.9462 -1.7608 -0.2918
H 1.3363 0.7977 -0.7477
H 0.8588 -0.4287 -1.7248
```

## Properties
Total charge = +1
Frontier orbital gap = 10.89 eV
LUMO = -3.05 eV
E_HOMO = -0.5123 Eh
ΔE to the lowest compared entry with this formula, charge and spin = 116.6 kJ/mol


Below is a molecular structure, C5H13N2 in a non-equilibrium geometry, with properties calculated with ωB97M-V/def2-TZVPD.

```
20
C5H13N2 (ωB97M-V/def2-TZVPD)
N -0.8126 -0.6033 0.2633
C -0.3749 0.6085 1.0510
C -0.4294 0.3262 3.5276
C -1.0939 0.6169 2.3793
H -1.8093 -0.4348 0.1906
H -0.8132 -1.3886 0.9155
H -0.6406 1.5156 0.4939
H 0.6911 0.5726 1.3443
H -0.9885 0.2361 4.4762
H 0.7095 0.1491 3.5283
H -2.1927 0.7091 2.3821
C 0.9141 -1.1796 -2.9533
C 1.0411 0.9418 -1.8068
N 0.5811 -0.2536 -1.8501
H -0.0272 -1.5882 -3.2721
H 1.5318 -2.0259 -2.5296
H 1.4493 -0.6655 -3.7276
H 1.5915 1.4266 -2.5882
H 0.8139 1.5941 -0.9527
H -0.1409 -0.5572 -0.8715
```

## Properties
Total charge = +1
Frontier orbital gap = 9.95 eV
LUMO = -3.65 eV
E_HOMO = -0.5000 Eh
ΔE to the lowest compared entry with this formula, charge and spin = 270.1 kJ/mol


Below is a gas-phase ion, C5H13N2 (charge +1), with properties calculated with ωB97M-V/def2-TZVPD.

```
20
C5H13N2 (ωB97M-V/def2-TZVPD)
C -1.1512 -1.8342 0.7248
C -0.5825 -0.4936 0.3520
C -1.4097 0.5179 0.0514
N -2.7642 0.4003 -0.1342
C 0.9249 -0.3766 0.2691
C 1.3755 0.8377 -0.5268
N 2.8970 0.8473 -0.6056
H -2.0723 -1.7413 1.2920
H -0.4761 -2.4205 1.3449
H -1.3581 -2.4228 -0.1738
H -1.0873 1.5532 -0.0213
H -3.3656 1.2006 -0.0425
H -3.1884 -0.5012 -0.0068
H 1.3375 -0.2778 1.2876
H 1.2830 -1.3072 -0.1783
H 1.0829 1.7618 -0.0480
H 0.9702 0.7801 -1.5325
H 3.2201 0.7130 -1.5693
H 3.3299 0.1443 -0.0034
H 3.2539 1.7660 -0.3320
```

## Properties
Total charge = +1
Frontier orbital gap = 7.30 eV
LUMO = -3.71 eV
E_HOMO = -0.4046 Eh
ΔE to the lowest compared entry with this formula, charge and spin = 168.6 kJ/mol